No. 1
16
Properties=species:S:1:pos:R:3:forces:R:3:lowdin_charge:R:1 method="wB97M-V/def2-TZVPD" relative_energy_kcal_mol=13.7 largest_force_ev_per_a=0.94 lumo_ev=-2.804 total_charge=+1 gap_ev=11.56
C 1.137 1.104 0.409 0.469 0.049 -0.152 -0.021
C 0.810 1.076 1.715 -0.073 0.022 0.330 -0.021
N -0.322 0.291 1.809 -0.190 0.071 0.152 0.120
C -0.647 -0.159 0.608 -0.328 -0.419 -0.757 -0.073
N 0.247 0.295 -0.245 0.311 0.623 0.007 0.105
H 1.898 1.641 -0.130 0.138 -0.118 0.152 0.140
H 1.291 1.472 2.587 -0.050 0.264 -0.002 0.135
H -0.916 0.212 2.621 0.160 -0.209 0.080 0.183
H -1.475 -0.783 0.309 0.002 0.056 0.317 0.169
H 0.263 0.176 -1.248 -0.513 -0.155 -0.049 0.147
H -1.780 1.742 -2.828 -0.005 -0.072 -0.096 0.060
H -1.505 0.256 -3.148 -0.186 0.111 -0.206 0.056
O -1.421 0.926 -2.464 0.232 -0.175 0.218 -0.044
H 0.794 -2.974 0.360 -0.433 -0.043 -0.284 0.053
H 1.444 -2.812 -0.959 -0.216 -0.036 -0.365 0.050
O 0.566 -2.746 -0.559 0.682 0.030 0.652 -0.061

***

No. 2
113
Properties=species:S:1:pos:R:3:forces:R:3:lowdin_charge:R:1 method="wB97M-V/def2-TZVPD" largest_force_ev_per_a=10.07 lumo_ev=-7.527 total_charge=+1 gap_ev=1.22
C -0.217 -3.964 6.698 1.240 -0.200 0.596 -0.169
C 1.029 -4.269 5.668 -0.592 -0.619 -0.902 -0.249
C 0.564 -5.317 4.451 0.783 1.199 0.392 -0.219
C 1.631 -5.063 3.222 0.369 -1.260 -0.186 -0.198
C 1.370 -6.037 1.906 0.155 0.028 0.635 -0.197
C -0.168 -5.962 1.343 0.457 -0.292 -1.469 -0.204
C -0.254 -5.049 -0.024 -0.211 0.267 0.779 -0.181
C -0.682 -3.505 0.427 1.259 0.514 -1.380 -0.171
C -1.887 -2.897 -0.502 -0.772 -0.191 -0.728 -0.168
C -3.184 -2.327 0.321 1.134 -2.091 -1.054 -0.328
C -2.844 -1.227 1.487 1.482 0.337 -1.814 -0.481
B -1.707 -0.086 1.017 2.697 1.977 -0.622 -0.339
O -0.842 0.412 2.145 -0.915 -0.658 -3.722 0.089
B 0.362 1.088 1.622 -1.576 0.506 -1.798 -0.248
O 0.172 2.033 0.498 -0.877 -4.166 0.693 0.096
B -0.399 1.197 -0.616 1.811 -0.023 0.422 -0.404
C 0.407 1.325 -2.064 -0.153 -0.014 -0.157 -0.077
C 0.498 -0.076 -2.910 -0.018 -0.203 -1.027 -0.215
C 2.041 -0.709 -2.977 -1.501 0.043 -0.685 -0.199
C 2.864 -0.118 -4.267 0.028 0.403 0.256 -0.224
C 4.168 0.776 -3.831 0.251 -0.682 -0.010 -0.273
C 5.144 -0.046 -2.781 0.309 0.523 -0.495 -0.151
O -1.611 0.388 -0.378 0.911 0.111 3.653 0.152
H -1.127 -4.686 6.543 1.668 1.429 0.158 0.070
H 0.205 -4.171 7.792 -1.270 0.771 -2.237 0.092
H -0.508 -2.824 6.571 0.383 -2.395 0.571 0.042
H 1.977 -4.753 6.197 -2.104 1.377 -1.030 0.126
H 1.294 -3.244 5.132 -0.194 -2.254 1.219 0.112
H -0.543 -5.022 4.195 2.010 -0.610 0.140 0.070
H 0.558 -6.440 4.810 0.090 2.295 -0.724 0.129
H 2.718 -5.350 3.619 -2.343 0.717 -0.723 0.130
H 1.683 -3.938 2.886 -0.364 -2.161 0.695 0.121
H 2.193 -5.730 1.104 -2.040 -0.684 1.510 0.122
H 1.584 -7.180 2.173 -0.364 2.572 -0.285 0.100
H -0.947 -5.524 2.100 1.627 -0.967 -1.220 0.084
H -0.502 -7.046 1.052 0.568 1.961 0.712 0.107
H -1.015 -5.534 -0.781 1.311 1.095 1.541 0.102
H 0.793 -5.013 -0.571 -2.196 -0.107 1.210 0.121
H 0.285 -2.840 0.211 -2.222 -0.895 0.634 0.107
H -0.879 -3.402 1.586 0.102 -0.414 -2.112 0.098
H -2.286 -3.805 -1.166 0.634 1.971 1.399 0.115
H -1.563 -2.067 -1.261 -0.133 -1.581 1.674 0.104
H -3.666 -3.268 0.875 1.599 1.823 -1.943 0.033
H -4.050 -1.936 -0.402 2.050 -0.512 1.445 0.111
H -3.844 -0.598 1.658 2.671 0.751 -0.897 0.019
H -2.557 -1.703 2.530 0.994 2.303 -5.516 -0.244
H 1.405 0.874 2.164 -0.337 0.447 0.016 0.112
H 1.529 1.689 -1.885 -2.632 -0.582 -0.178 0.131
H -0.166 2.160 -2.679 1.298 -1.591 0.976 0.105
H -0.186 -0.942 -2.521 1.165 1.934 -0.369 0.081
H 0.116 0.175 -4.012 0.943 -0.707 2.196 0.108
H 1.878 -1.874 -3.174 0.589 2.500 0.828 0.116
H 2.520 -0.479 -1.934 -0.813 -0.760 -2.101 0.096
H 2.151 0.574 -4.901 1.345 -1.396 1.188 0.099
H 3.177 -1.025 -4.969 -0.418 2.033 1.512 0.116
H 3.880 1.779 -3.302 0.216 -1.848 -1.039 0.095
H 4.746 1.058 -4.820 -0.970 -0.567 2.070 0.104
H 5.347 -1.134 -3.167 -0.482 2.045 0.802 0.080
H 6.177 0.521 -2.773 -1.979 -1.183 0.202 0.072
H 4.705 -0.076 -1.680 0.917 0.034 -2.446 0.078
O -6.713 -2.053 -1.107 -0.105 -0.170 -0.188 0.293
H -6.536 -1.096 -0.918 -0.293 -0.396 0.237 0.191
H -7.563 -2.173 -1.602 0.463 0.170 0.416 0.185
H -6.698 -2.595 -0.277 0.008 0.495 -0.178 0.184
Br -4.592 -2.069 2.353 -9.650 -1.985 2.081 0.379
C 3.644 -8.917 1.829 -1.717 -0.498 0.359 -0.265
O 3.857 -7.666 1.449 0.217 -0.458 0.142 -0.029
H 4.520 -9.586 1.881 0.833 0.167 -0.179 0.129
H 3.208 -9.073 2.831 0.437 0.593 0.590 0.088
H 2.960 -9.524 1.212 0.207 0.197 -0.888 0.093
Cs -2.728 -2.240 4.342 2.584 -1.248 5.985 1.155
C 0.571 7.103 4.761 -0.103 0.415 -0.514 0.086
C 0.698 5.929 5.382 0.380 0.399 2.011 -0.198
C 0.575 4.644 4.640 -0.015 -1.123 -0.325 -0.295
O 0.716 3.581 5.234 -0.110 0.904 -0.121 0.112
C 0.280 4.705 3.200 0.085 -0.222 0.485 0.096
C 0.149 5.879 2.579 -0.437 -0.535 -1.981 -0.203
C 0.300 7.164 3.316 0.126 0.274 0.615 -0.290
O 0.192 8.228 2.715 0.034 -0.158 0.216 -0.068
O -0.131 5.944 1.227 0.410 -0.475 2.408 -0.007
O 0.950 5.864 6.740 -0.382 -0.663 -2.012 0.090
H 0.660 8.045 5.287 0.009 -0.061 -0.035 0.141
H 0.176 3.764 2.676 0.027 0.094 -0.050 0.124
H -0.175 6.902 1.015 -0.106 -0.133 -0.454 -0.119
H 1.001 4.906 6.950 0.014 0.378 -0.078 0.118
C -9.547 -0.708 -0.391 -0.470 -0.050 0.236 -0.143
O -8.466 -0.569 0.514 0.453 -0.225 0.466 -0.145
H -9.163 -0.660 -1.412 -0.046 0.175 -0.003 0.075
H -10.034 -1.673 -0.232 -0.212 0.047 -0.183 0.092
H -10.261 0.103 -0.234 -0.053 -0.150 -0.335 0.099
H -8.837 -0.616 1.412 0.384 0.130 -0.370 0.107
N 4.979 4.480 -5.185 0.007 -0.044 -0.020 0.001
C 4.037 3.871 -5.974 -0.093 -0.011 -0.053 -0.153
C 4.350 4.134 -7.289 -0.271 -0.210 0.229 -0.115
C 5.524 4.924 -7.294 0.312 0.188 0.209 -0.118
C 5.892 5.120 -5.982 0.048 0.069 -0.067 -0.145
H 4.997 4.459 -4.174 -0.011 -0.016 -0.411 0.145
H 3.227 3.306 -5.533 0.121 0.094 -0.099 0.099
H 3.793 3.792 -8.152 0.085 0.048 0.162 0.090
H 6.045 5.308 -8.162 -0.074 -0.062 0.166 0.090
H 6.723 5.659 -5.548 -0.142 -0.083 -0.113 0.104
Be -0.030 8.652 0.528 0.037 0.924 -0.235 0.489
N -1.426 5.930 -2.114 -0.013 -0.012 -0.102 0.012
C -1.914 4.779 -2.674 -0.055 -0.005 0.015 -0.151
C -2.108 5.008 -4.018 -0.064 -0.304 0.229 -0.120
C -1.718 6.343 -4.278 0.132 0.339 0.107 -0.115
C -1.298 6.888 -3.085 -0.044 0.004 -0.015 -0.142
H -1.195 6.054 -1.136 -0.009 -0.050 -0.333 0.107
H -2.082 3.897 -2.070 0.034 0.128 -0.110 0.097
H -2.488 4.291 -4.733 0.081 0.099 0.116 0.087
H -1.740 6.852 -5.233 0.026 -0.080 0.176 0.091
H -0.922 7.874 -2.845 -0.065 -0.176 -0.049 0.091
F 0.799 -0.960 -0.077 -0.600 0.919 0.587 -0.428

***

No. 3
20
Properties=species:S:1:pos:R:3:forces:R:3:lowdin_charge:R:1 method="wB97M-V/def2-TZVPD" relative_energy_kcal_mol=64.9 largest_force_ev_per_a=4.96 lumo_ev="-7.493 / -14.799" s_squared=0.753 spin_multiplicity=2 total_charge=+2 gap_ev="13.94 / 6.49"
C -1.084 -0.735 -1.203 -1.023 0.593 0.123 -0.101
C -0.240 0.450 -0.767 1.526 -1.097 -1.682 -0.157
C 0.886 0.045 0.191 0.951 0.558 -2.128 -0.221
C 2.242 0.708 -0.146 -3.067 3.044 2.432 0.036
C 0.526 0.413 1.728 2.485 2.738 3.150 0.088
N -2.077 -0.839 0.015 0.629 -4.271 0.967 0.167
H -0.495 -1.649 -1.525 -0.932 0.593 1.301 0.169
H -1.688 -0.496 -2.093 0.092 0.099 0.426 0.149
H -0.914 1.271 -0.494 0.639 0.269 0.071 0.162
H 0.326 0.694 -1.693 -0.429 0.727 0.348 0.161
H 0.892 -1.090 0.333 0.147 0.768 0.512 0.211
H 3.086 0.807 0.486 0.587 -1.091 1.425 0.109
H 2.066 1.803 -0.336 -0.187 -0.918 -0.583 0.150
H 2.588 0.268 -1.007 0.809 -1.470 -2.862 0.113
H -0.253 -0.079 2.207 -1.689 -1.389 0.163 0.068
H 1.401 0.236 2.376 -0.134 -0.367 -0.519 0.128
H 0.408 1.550 1.830 -0.047 -1.174 -1.177 0.178
H -2.528 -1.902 0.051 1.306 3.312 0.273 0.265
H -1.461 -0.646 0.900 -2.001 -0.882 -1.804 0.152
H -2.873 -0.185 0.036 0.337 -0.039 -0.436 0.175

***

No. 4
20
Properties=species:S:1:pos:R:3:forces:R:3:lowdin_charge:R:1 method="wB97M-V/def2-TZVPD" largest_force_ev_per_a=0.30 lumo_ev=3.643 total_charge=-1 gap_ev=8.56
B 0.619 -0.274 -2.361 0.088 -0.024 -0.141 -0.486
C 0.128 -1.588 -1.501 0.115 0.126 0.014 -0.280
C -0.367 -1.286 -0.103 -0.126 0.084 -0.132 -0.228
O 0.729 -1.153 0.841 -0.152 -0.102 0.243 0.002
C 0.795 -0.105 1.663 0.093 0.015 -0.181 -0.512
O 1.307 -0.227 2.754 -0.011 0.043 -0.044 0.068
C 0.315 1.243 1.153 -0.176 0.068 0.028 -0.158
C -1.090 1.630 1.644 0.051 -0.087 -0.037 -0.093
H 1.277 -0.629 -3.345 -0.068 0.012 0.022 -0.024
H -0.367 0.362 -2.763 -0.015 0.038 0.130 -0.015
H 1.335 0.469 -1.681 -0.008 -0.024 0.021 -0.015
H -0.711 -2.079 -2.014 0.108 -0.076 -0.040 0.071
H 0.933 -2.330 -1.408 -0.117 -0.066 0.003 0.075
H -0.993 -2.083 0.317 0.072 0.003 0.034 0.112
H -0.963 -0.369 -0.103 0.018 -0.044 -0.025 0.090
H 1.033 1.957 1.556 0.031 -0.040 -0.053 0.114
H 0.362 1.263 0.062 0.089 0.051 0.070 0.081
H -1.179 2.716 1.710 -0.026 -0.036 0.039 0.063
H -1.301 1.201 2.626 0.035 0.111 0.016 0.074
H -1.860 1.285 0.953 -0.004 -0.052 0.034 0.062

***

No. 5
15
Properties=species:S:1:pos:R:3:forces:R:3:lowdin_charge:R:1 method="wB97M-V/def2-TZVPD" relative_energy_kcal_mol=129.5 largest_force_ev_per_a=1.40 lumo_ev=-0.053 gap_ev=7.33
C -0.837 0.472 -0.028 1.049 0.094 0.732 0.021
C -1.638 -0.605 0.582 -0.010 0.115 0.449 -0.077
C 0.581 0.447 -0.420 -0.461 0.054 -1.325 -0.801
N 0.756 1.176 0.959 -1.129 -0.579 -0.577 0.162
N 1.345 -0.804 -0.366 0.365 -0.351 0.131 0.000
N 0.738 -1.819 -0.727 -0.079 0.502 0.083 0.077
N 0.765 1.184 -1.555 0.283 -0.358 0.413 0.014
H -1.340 1.354 -0.415 0.131 0.047 0.152 0.120
H 0.921 2.162 0.801 -0.001 -0.029 0.010 0.087
H 1.211 0.746 1.763 -0.181 0.032 -0.153 0.088
H 1.418 -2.595 -0.737 -0.046 0.191 0.037 0.063
H 1.666 0.953 -1.978 -0.042 0.133 0.198 -0.013
H -1.038 -1.334 1.121 0.002 0.045 -0.055 0.072
H -2.139 -1.143 -0.233 0.115 0.159 -0.031 0.104
H -2.410 -0.193 1.235 0.003 -0.055 -0.064 0.083